168
Properties=species:S:1:pos:R:3:forces:R:3:lowdin_charge:R:1 method="wB97M-V/def2-TZVPD" energy_ha=-4291.1090 orbital_gap_ha=0.36820 homo_ev=-9.64 molar_mass_g_mol=1205.26
O -4.8921 0.5917 -2.2808 -0.404 -1.045 0.551 0.130
C -4.8364 1.7162 -1.9036 0.644 1.361 -0.380 -0.471
O -4.5195 2.6779 -2.8110 0.774 0.858 0.241 0.002
C -4.3358 3.9922 -2.1688 -0.041 -0.311 -1.680 -0.134
C -4.3533 3.7807 -0.6945 -0.433 -0.060 0.195 -0.158
C -5.0694 2.4400 -0.6032 0.069 -0.247 2.342 -0.068
H -5.2377 4.5327 -2.5061 0.811 0.390 0.009 0.134
H -3.3498 4.4042 -2.5039 -1.171 -0.144 -0.132 0.110
H -4.9759 4.5370 -0.2298 0.116 0.210 0.229 0.122
H -3.3698 3.8520 -0.2602 0.329 -0.506 0.228 0.088
H -6.1050 2.7471 -0.5546 -0.674 -0.480 -0.247 0.125
H -4.8530 1.9367 0.3752 -0.048 -0.075 -1.359 0.128
O 4.7872 -1.8114 -3.0841 0.280 -0.466 0.351 0.129
C 4.3368 -0.9024 -3.7017 -0.276 0.225 -0.697 -0.441
O 4.0905 -1.0267 -5.0597 0.270 0.350 1.147 0.024
C 3.5646 0.1884 -5.5690 1.133 1.397 -0.666 -0.173
C 3.4203 1.2184 -4.4527 2.342 0.346 0.433 -0.112
C 3.9125 0.4622 -3.1907 0.509 0.972 -1.207 -0.052
H 2.6627 -0.0049 -6.0466 -1.875 -0.567 -0.557 0.080
H 4.1832 0.6185 -6.3741 0.378 -0.563 0.360 0.130
H 2.4372 1.5951 -4.3605 -0.895 0.221 0.143 0.068
H 4.1073 2.0963 -4.6376 -0.824 -0.854 0.067 0.131
H 3.0826 0.3594 -2.5363 -0.569 -0.376 0.936 0.106
H 4.7254 1.0162 -2.6629 -0.591 -0.852 -0.489 0.107
O 0.8553 -2.6918 -0.0288 0.371 -1.300 -0.048 0.081
C 0.4910 -3.8359 0.1603 -0.684 0.736 0.663 -0.468
O -0.8006 -4.0775 0.4642 -0.097 0.206 -0.385 -0.013
C -1.0921 -5.5101 0.5645 -0.487 1.384 1.410 -0.129
C 0.0879 -6.1374 -0.1336 0.077 -0.984 -0.311 -0.135
C 1.2462 -5.1385 0.1687 -0.563 -0.457 0.341 -0.046
H -2.1229 -5.5973 0.1334 1.090 -0.392 0.349 0.140
H -1.0930 -5.7188 1.6902 -0.240 0.014 -1.713 0.129
H -0.0999 -6.2939 -1.2102 0.154 0.597 0.231 0.116
H 0.1625 -7.1605 0.2349 0.680 0.087 0.269 0.115
H 2.0644 -5.1032 -0.5276 0.221 -0.186 -0.440 0.104
H 1.6851 -5.2774 1.1808 -0.493 -0.006 -0.488 0.125
O -2.6262 5.2683 2.5486 0.375 -0.341 -0.080 0.096
C -1.7715 5.0443 1.7240 -1.320 0.109 1.149 -0.521
O -1.2695 3.8101 1.5279 0.426 1.066 -0.644 0.014
C -0.2784 3.9228 0.4364 -0.277 -0.392 0.877 -0.113
C -0.6450 5.1596 -0.3423 -1.245 0.311 0.746 -0.116
C -1.2119 6.0772 0.7924 -0.702 -1.394 -1.902 -0.049
H -0.4445 3.0212 -0.1205 0.574 -0.350 -0.307 0.099
H 0.6901 3.9972 0.9258 0.220 -0.268 -0.285 0.119
H -1.5095 4.8720 -0.9665 0.561 0.337 -0.238 0.102
H 0.1822 5.5567 -0.9118 0.021 0.063 -0.246 0.114
H -2.0415 6.7307 0.4638 0.707 -0.116 0.322 0.137
H -0.4345 6.5825 1.2917 0.861 0.976 0.602 0.111
O 2.7636 2.6429 -0.5484 1.041 0.500 -0.226 0.099
C 3.6219 3.5016 -0.5996 -2.238 -0.267 0.085 -0.486
O 3.5845 4.5515 0.2349 0.345 0.299 -0.440 0.029
C 4.8845 5.1712 0.1907 0.412 1.467 1.805 -0.151
C 5.6518 4.8162 -1.0630 -2.345 -0.869 0.104 -0.110
C 4.7343 3.6712 -1.5588 2.299 -1.075 -0.715 -0.058
H 5.3991 4.6773 1.0078 0.252 0.318 0.388 0.116
H 4.8017 6.2625 0.4173 -0.196 -0.939 -0.262 0.141
H 6.6006 4.4965 -0.7537 1.385 -0.549 0.097 0.099
H 5.7434 5.5824 -1.7955 -0.060 0.707 -0.439 0.105
H 5.2747 2.7072 -1.6335 -0.197 0.472 0.103 0.117
H 4.4256 3.8933 -2.5632 -0.795 -0.074 -0.351 0.124
O 5.2476 1.8848 1.7250 0.071 -0.377 -0.106 0.098
C 4.8906 0.7902 1.3614 -0.452 -0.780 0.865 -0.470
O 4.2412 -0.0789 2.1847 -0.736 0.065 0.066 -0.005
C 3.4759 -1.1383 1.4168 1.166 1.748 -0.009 -0.056
C 4.2993 -1.1885 0.1086 0.307 -0.449 1.448 -0.118
C 4.9620 0.1803 0.0058 -0.072 -0.477 -0.291 -0.083
H 2.4347 -0.7796 1.3240 0.574 -0.187 -0.086 0.103
H 3.5076 -2.0223 2.0380 0.006 -0.174 -0.034 0.124
H 3.6925 -1.4895 -0.7045 -0.522 -0.064 -0.977 0.081
H 5.0864 -1.9422 0.2182 -0.174 0.021 -0.025 0.125
H 4.3765 0.8692 -0.5601 -0.403 0.387 -0.823 0.065
H 5.9676 0.1102 -0.4075 0.001 0.279 0.131 0.142
O -3.7333 -4.1603 -4.7158 -0.751 -1.188 -1.246 0.136
C -3.7290 -3.4482 -3.7829 0.716 1.834 2.278 -0.452
O -2.5581 -2.8110 -3.4381 0.171 -0.155 -0.130 0.003
C -2.7157 -1.9368 -2.3074 0.957 -1.054 0.273 -0.141
C -4.0021 -2.3852 -1.6688 -0.365 0.629 2.027 -0.187
C -4.7995 -2.9751 -2.7391 -0.879 -2.053 -2.720 -0.075
H -2.6899 -0.9351 -2.6719 -0.480 0.856 -0.222 0.105
H -1.8284 -2.0556 -1.6538 -0.474 -0.202 -0.288 0.119
H -4.5030 -1.5993 -1.1088 -0.039 0.361 -0.338 0.109
H -3.8835 -3.1534 -0.9225 0.820 -0.436 0.328 0.103
H -5.4082 -2.2818 -3.2961 -0.286 0.573 -0.133 0.120
H -5.4761 -3.8411 -2.5231 0.720 0.738 0.175 0.142
O 1.1236 -6.4752 3.2831 0.888 -1.553 -0.931 0.140
C 0.4464 -5.6883 3.8290 -1.778 2.977 1.243 -0.452
O 0.1849 -4.4452 3.2591 1.335 -0.872 -0.299 -0.020
C -0.3547 -3.4716 4.1529 -1.165 -1.683 0.742 -0.132
C -0.5268 -4.2378 5.5061 -1.468 0.590 -0.731 -0.128
C -0.2430 -5.7004 5.1921 0.473 0.054 0.514 -0.065
H -1.2819 -3.1699 3.6640 0.115 0.322 0.455 0.108
H 0.2851 -2.6499 4.3563 0.686 0.678 -0.655 0.080
H -1.5304 -4.0023 5.9142 0.509 -0.560 -0.192 0.105
H 0.1586 -3.8284 6.2087 0.714 0.198 0.591 0.097
H -1.1370 -6.3048 5.2238 -0.297 -0.174 -0.547 0.108
H 0.4203 -6.1548 5.9285 0.173 0.019 -0.108 0.121
O -1.5921 -1.2125 5.6174 0.295 0.817 0.402 0.107
C -1.6807 -0.0537 5.2834 -1.230 -1.351 -0.932 -0.470
O -2.4239 0.2533 4.1918 0.189 -0.158 -0.067 0.009
C -2.3147 1.6495 3.8678 0.700 0.272 0.959 -0.146
C -2.0183 2.3351 5.2405 -0.926 -1.621 -0.516 -0.089
C -1.1362 1.1963 5.8636 -0.529 1.515 -0.344 -0.049
H -3.2334 1.9391 3.3812 0.008 0.183 -0.189 0.121
H -1.4254 1.8059 3.2274 -0.643 -0.140 -0.021 0.109
H -2.9582 2.5208 5.8068 0.669 -0.229 -0.267 0.125
H -1.5551 3.2703 5.0104 0.584 0.578 0.353 0.095
H -1.0783 1.1628 6.9311 0.060 -0.036 0.577 0.122
H -0.1530 1.2947 5.4421 0.718 0.077 0.001 0.093
O 0.9819 -0.5780 3.6304 1.147 1.886 0.079 0.090
C 1.6071 0.4660 3.8084 -1.905 -2.121 -1.073 -0.491
O 1.3937 1.5457 3.0168 -0.125 -0.472 -0.362 0.020
C 2.2102 2.6449 3.4041 1.798 0.237 -0.404 -0.150
C 2.6719 2.2964 4.8045 2.654 -1.067 -0.538 -0.123
C 2.5448 0.7595 4.9002 -0.287 0.619 1.484 -0.064
H 1.6241 3.5476 3.4275 -0.441 0.245 -0.273 0.116
H 3.1024 2.8129 2.7189 -1.286 -0.556 0.476 0.130
H 2.0333 2.7564 5.4747 -1.158 0.888 1.671 0.081
H 3.7231 2.6207 4.9875 -0.865 -0.071 -0.072 0.135
H 2.0853 0.4046 5.8584 0.253 0.392 -0.764 0.144
H 3.4528 0.1798 4.8135 0.345 0.112 -0.390 0.124
O -3.2614 -5.4796 4.1298 0.500 -1.108 0.265 0.122
C -3.5803 -4.3918 3.7828 -0.728 0.623 -0.152 -0.490
O -3.2632 -3.9379 2.5272 -0.207 0.443 0.671 -0.016
C -3.7893 -2.5946 2.2959 -1.322 -1.514 0.533 -0.114
C -4.7787 -2.4059 3.4818 -1.665 0.534 -0.785 -0.137
C -4.3518 -3.3507 4.6234 1.503 0.103 -1.278 -0.050
H -4.2915 -2.6429 1.3057 0.252 0.215 0.742 0.115
H -3.0242 -1.8608 2.2699 0.998 0.498 0.092 0.094
H -5.8021 -2.6878 3.0318 1.304 0.292 1.163 0.137
H -4.8295 -1.3570 3.7875 -0.006 -0.155 -0.104 0.102
H -5.1176 -3.7539 5.2912 0.013 -0.178 -0.601 0.123
H -3.5499 -2.9640 5.3007 -0.601 0.336 -0.615 0.114
O 1.0547 3.8455 -3.2441 0.661 0.579 1.367 0.122
C 0.4077 3.4759 -4.1664 -0.653 -0.238 0.058 -0.507
O 0.9868 3.1515 -5.3215 0.527 -0.282 -0.004 0.010
C 0.0118 2.6078 -6.2301 1.195 0.583 -0.008 -0.125
C -1.2629 3.2071 -5.7326 -0.692 0.079 -1.250 -0.162
C -1.0992 3.2675 -4.2555 0.636 0.755 -0.242 -0.053
H 0.0134 1.5163 -6.1344 0.049 0.152 -0.126 0.118
H 0.4072 2.9484 -7.1821 -0.569 -0.290 -0.413 0.132
H -2.0012 2.5564 -6.0663 -1.822 -1.184 -0.250 0.101
H -1.5625 4.1678 -6.1577 0.639 0.138 0.005 0.131
H -1.3821 2.3818 -3.7206 -0.159 -0.573 0.236 0.121
H -1.6615 4.1090 -3.8893 0.096 0.255 0.644 0.108
O 0.5306 -0.5869 -4.8722 0.029 0.279 -0.433 0.102
C 0.8723 -1.7159 -4.6597 -0.352 -0.683 0.730 -0.460
O 1.0782 -2.1284 -3.3849 0.297 0.421 -0.176 0.009
C 1.3798 -3.5365 -3.3396 0.069 0.282 1.283 -0.135
C 1.8492 -3.8839 -4.7287 -2.131 -1.883 -0.473 -0.134
C 1.1188 -2.8870 -5.6162 0.598 0.958 1.515 -0.042
H 0.4380 -4.0056 -3.1045 -0.498 -0.451 -0.149 0.118
H 1.9990 -3.7246 -2.4279 0.088 0.310 -1.156 0.128
H 1.5221 -4.9124 -5.0006 0.309 0.512 0.329 0.132
H 2.8697 -3.8320 -4.9396 1.771 0.255 0.273 0.093
H 0.2016 -3.2092 -6.0611 -0.524 -0.192 -0.279 0.128
H 1.8309 -2.5336 -6.3123 0.299 0.445 -1.325 0.106
O -2.8190 0.8755 0.8773 0.511 -0.022 -0.678 0.088
C -1.8396 0.6443 0.2000 -0.223 -0.707 0.907 -0.466
O -1.6229 1.1883 -1.0046 -0.173 0.384 0.395 -0.004
C -0.3588 0.6573 -1.5197 -1.358 -0.333 -0.768 -0.115
C 0.4246 0.1999 -0.3287 -0.089 -0.847 -0.582 -0.158
C -0.6765 -0.3126 0.5537 -1.828 1.506 1.222 -0.053
H 0.0393 1.5011 -2.0650 0.483 -0.252 -0.472 0.111
H -0.7205 -0.2028 -2.1160 0.949 0.600 -0.288 0.112
H 0.9670 1.0348 0.0596 0.392 0.409 0.665 0.090
H 1.0815 -0.6170 -0.5890 0.386 0.069 -0.194 0.087
H -0.5372 -0.0916 1.6352 0.174 -0.982 -0.582 0.121
H -1.0843 -1.3230 0.3254 0.804 0.496 0.412 0.120